Density functional theory data (wB97M-V/def2-TZVPD) for a structure of composition C32H80BF10NO34PtS12.

## Properties
2S+1: 3
HOMO-LUMO gap (spin up / spin down), eV: 10.0 / 8.5
Energy above the lowest of the compared OMol25 structures with the same formula, charge and spin, kcal/mol: 150.82
HOMO level (spin up / spin down), eV: -10.5 / -10.5
Largest force on an atom, eV Å⁻¹: 6.25
Energy, Ha: -9800.94204

CARTESIAN COORDINATES (ANGSTROEM)
H -35.87 25.45 -15.75
H -29.27 16.98 -20.52
C -38.65 18.41 -27.19
O -42.54 14.18 -19.35
F -38.57 16.17 -21.33
H -31.80 20.61 -22.59
S -41.35 22.99 -20.01
H -31.62 16.27 -20.38
C -39.17 14.44 -24.53
H -40.59 20.64 -15.54
S -34.26 15.28 -24.99
H -37.45 12.87 -26.02
F -36.81 15.83 -20.07
S -29.62 20.13 -20.97
C -35.62 23.61 -14.57
C -31.05 16.68 -19.55
H -34.56 16.00 -17.06
F -37.22 22.30 -18.37
H -33.93 18.68 -22.90
H -39.43 11.17 -17.09
O -41.26 17.77 -14.72
H -40.54 15.65 -25.75
H -38.93 17.37 -27.05
Pt -40.46 19.81 -21.36
H -35.00 12.69 -24.26
F -36.88 17.50 -21.48
H -42.14 20.73 -16.45
F -39.02 21.29 -17.96
H -31.26 17.75 -19.54
C -44.69 18.99 -16.06
H -41.55 15.27 -21.52
H -29.07 18.37 -22.57
H -42.80 14.80 -22.73
O -43.41 18.37 -15.92
C -40.48 15.22 -24.75
O -38.87 19.77 -22.96
H -35.63 20.27 -24.72
C -33.46 19.23 -22.08
C -40.00 12.03 -16.74
H -27.76 19.71 -22.45
C -43.05 23.94 -18.21
H -39.00 14.29 -23.46
H -39.19 24.16 -20.28
C -38.16 16.60 -14.46
C -32.02 19.60 -22.25
F -42.88 19.84 -21.11
O -36.80 17.76 -12.35
H -38.23 15.94 -13.60
C -43.18 24.14 -16.72
H -38.49 14.72 -15.45
O -34.33 16.63 -25.50
O -41.22 18.09 -22.39
O -37.83 18.36 -25.04
H -44.89 18.42 -18.07
O -32.39 14.35 -16.81
H -36.19 20.47 -13.57
O -39.50 17.05 -19.03
O -37.73 21.47 -21.01
O -37.60 24.86 -14.70
H -46.43 18.59 -17.20
H -41.35 14.61 -24.49
S -42.81 14.48 -17.95
H -34.41 16.39 -18.92
H -39.43 13.43 -24.81
O -29.80 21.55 -21.09
H -45.47 17.16 -16.97
H -36.21 22.76 -14.20
H -40.97 19.52 -16.90
O -39.02 25.93 -16.54
O -31.12 19.50 -21.06
C -29.59 16.35 -19.68
O -32.83 14.24 -19.41
H -38.53 18.66 -28.24
C -35.87 13.26 -24.61
O -42.70 17.31 -24.18
H -43.06 16.03 -21.39
O -42.01 22.97 -18.50
O -35.75 14.60 -25.08
C -36.42 12.54 -25.86
C -36.36 19.62 -14.24
H -39.40 19.00 -26.66
H -36.78 24.08 -16.38
H -34.26 14.45 -22.52
H -38.48 15.98 -16.63
H -40.22 24.65 -13.33
H -40.99 15.73 -17.34
H -32.94 15.50 -23.00
H -42.42 16.26 -16.48
C -28.81 19.42 -22.47
O -33.27 14.37 -25.59
S -36.04 17.93 -13.58
H -40.84 12.59 -18.53
C -37.78 21.08 -18.34
O -44.13 14.46 -17.36
C -37.59 16.76 -20.69
H -40.53 25.22 -19.83
H -35.90 12.80 -26.78
C -45.41 18.23 -17.13
B -42.90 19.03 -20.02
H -42.02 11.65 -17.46
H -37.43 19.48 -14.42
H -28.84 16.64 -18.95
H -34.57 16.11 -22.71
H -29.48 15.31 -19.99
O -37.34 17.92 -18.28
H -45.22 19.13 -15.12
C -42.38 15.62 -22.14
H -34.90 23.16 -15.25
S -38.06 19.87 -24.23
O -41.97 13.49 -17.00
O -40.63 21.75 -20.22
S -42.20 18.89 -14.94
H -43.50 23.29 -16.14
C -36.26 20.39 -23.85
H -36.34 21.46 -23.63
S -32.64 14.98 -18.12
O -34.67 17.54 -13.77
O -36.19 19.68 -20.05
H -36.84 19.41 -26.53
H -39.30 12.86 -16.85
H -42.39 24.51 -16.07
S -41.70 16.99 -23.19
C -40.08 24.25 -19.65
F -41.62 18.73 -19.86
H -34.02 20.14 -21.87
H -35.79 19.73 -15.16
F -37.15 20.48 -17.33
H -44.03 24.82 -16.60
S -37.53 20.34 -20.10
C -42.03 16.02 -17.47
C -41.37 20.07 -16.05
H -38.70 17.53 -14.25
C -37.29 18.44 -26.34
C -38.77 15.76 -15.60
H -40.04 11.94 -15.65
H -38.37 14.96 -25.06
H -34.97 24.14 -13.87
O -38.48 20.85 -25.27
H -36.65 17.59 -26.59
H -39.62 26.39 -13.48
C -33.96 16.22 -17.94
O -31.33 16.09 -18.30
F -43.73 17.92 -20.20
O -28.99 19.54 -19.76
H -42.94 24.89 -18.73
C -34.00 15.29 -23.16
O -40.32 16.29 -23.93
H -42.22 16.65 -18.33
H -29.33 19.79 -23.35
F -43.36 19.84 -19.02
H -44.56 19.98 -16.49
H -44.03 23.55 -18.51
H -39.68 24.09 -18.65
C -36.45 24.57 -15.46
H -39.86 15.74 -15.62
H -36.70 13.25 -23.91
H -35.92 19.86 -22.96
H -31.57 18.96 -23.01
H -33.68 18.74 -21.13
C -40.07 25.52 -13.97
H -36.42 11.46 -25.73
N -38.79 19.36 -20.23
S -38.37 17.88 -19.29
H -41.10 25.74 -14.25
O -42.80 19.60 -13.86
H -33.47 17.13 -17.60
O -42.27 23.51 -21.00
O -36.83 17.03 -14.77
O -39.55 23.52 -15.85
S -39.10 24.89 -15.46
C -41.25 12.42 -17.54